This record from the OMol25 dataset describes a 3-piece molecular cluster, C19H22F6N3O3 overall at a distorted geometry. The level of theory is ωB97M-V/def2-TZVPD.

Geometry as XYZ:
```
53
Properties=species:S:1:pos:R:3:nbo_charge:R:1
C 2.817 0.002 -0.461 -0.61
C 1.566 -0.262 -1.478 -0.43
C 0.393 -1.033 -0.696 -0.30
N -0.617 -1.736 -1.568 -0.44
C -1.322 -2.757 -0.696 -0.46
C -1.521 -0.855 -2.355 0.62
O -1.003 -0.227 -3.320 -0.36
C -3.106 -0.667 -2.149 0.57
F -3.839 -1.910 -2.261 -0.32
F -3.587 0.114 -3.259 -0.27
C -3.522 0.162 -0.829 0.59
F -2.433 0.488 0.030 -0.31
F -4.080 1.423 -1.247 -0.28
C -4.658 -0.528 0.078 0.56
F -4.331 -1.828 0.560 -0.33
F -4.774 0.308 1.249 -0.29
C -6.135 -0.448 -0.618 0.69
O -6.865 0.540 -0.340 -0.45
O -6.643 -1.432 -1.498 -0.65
H 3.691 0.371 -1.100 0.24
H 2.536 0.779 0.351 0.25
H 3.046 -0.998 0.059 0.20
H 1.156 0.800 -1.710 0.23
H 1.884 -0.751 -2.460 0.22
H -0.040 -0.308 0.072 0.26
H 0.920 -1.877 -0.074 0.29
H -0.066 -2.296 -2.262 0.47
H -0.583 -3.481 -0.175 0.28
H -1.990 -3.408 -1.379 0.25
H -1.913 -2.212 0.123 0.25
H -6.283 -2.324 -1.281 0.50
N 1.501 -2.343 2.051 -0.48
C 2.720 -2.099 2.565 0.04
C 2.976 -1.980 3.921 -0.24
C 1.914 -2.116 4.804 -0.14
C 0.645 -2.366 4.302 -0.25
C 0.492 -2.471 2.931 0.03
H 3.517 -1.998 1.836 0.20
H 3.979 -1.786 4.278 0.24
H 2.075 -2.028 5.873 0.23
H -0.206 -2.476 4.963 0.23
H -0.481 -2.670 2.491 0.18
N 3.166 3.209 -0.090 -0.44
C 3.782 3.500 -1.248 0.03
C 3.609 4.689 -1.937 -0.26
C 2.747 5.636 -1.405 -0.16
C 2.095 5.363 -0.211 -0.26
C 2.337 4.145 0.404 0.03
H 4.444 2.726 -1.625 0.19
H 4.135 4.870 -2.866 0.23
H 2.584 6.579 -1.916 0.23
H 1.414 6.079 0.232 0.23
H 1.854 3.887 1.341 0.19
```

Calculated values
**LUMO level**: -5.06 eV
**Net charge**: +1
**Energy relative to the best compared isomer or geometry (same formula, charge and spin)**: 271.18 kJ/mol
**E_HOMO**: -11.824 eV
**Frontier orbital gap**: 6.76 eV

This record from the OMol25 dataset describes C19H22GaO12 as an isolated structure at a distorted geometry. The level of theory is ωB97M-V/def2-TZVPD.

Geometry as XYZ:
```
54
Properties=species:S:1:pos:R:3:nbo_charge:R:1
O 1.581 -1.707 4.116 -0.60
C 2.296 -0.732 4.117 0.66
O 3.239 -0.446 3.231 -0.51
C 3.033 -0.981 1.905 -0.08
C 1.756 -0.533 1.227 -0.90
Ga 1.165 1.408 1.634 0.79
C -0.499 1.383 2.843 -0.89
C -1.767 1.051 2.031 -0.40
C -2.478 -0.240 2.413 -0.52
C -1.740 -1.453 1.917 0.80
O -1.428 -2.395 2.631 -0.55
O -1.479 -1.486 0.564 -0.75
H 2.259 0.000 4.927 0.11
H 3.068 -2.065 1.963 0.18
H 3.892 -0.681 1.325 0.18
H 1.949 -0.570 0.162 0.21
H 0.959 -1.230 1.466 0.20
H 0.681 2.098 0.262 -0.34
H 2.378 2.199 2.336 -0.32
H -0.617 2.380 3.259 0.20
H -0.379 0.728 3.702 0.20
H -2.472 1.875 2.095 0.19
H -1.489 0.996 0.981 0.19
H -3.483 -0.236 1.996 0.22
H -2.564 -0.359 3.483 0.23
H -0.859 -0.784 0.340 0.51
C -4.529 4.086 -1.240 -0.40
C -3.729 3.017 -1.355 0.34
C -2.230 3.136 -1.316 0.47
O -1.581 2.120 -1.421 -0.50
C -1.645 4.460 -1.151 -0.36
C -2.447 5.523 -1.036 0.30
C -3.943 5.403 -1.066 0.48
O -4.597 6.424 -0.942 -0.56
O -1.996 6.768 -0.884 -0.64
O -4.180 1.782 -1.510 -0.63
H -5.607 4.012 -1.268 0.24
H -0.566 4.530 -1.121 0.26
H -2.789 7.328 -0.818 0.50
H -3.387 1.212 -1.540 0.51
C 1.368 -4.732 -3.392 -0.41
C 1.354 -4.166 -2.175 0.35
C 2.585 -3.534 -1.582 0.46
O 2.479 -3.035 -0.484 -0.50
C 3.819 -3.559 -2.358 -0.38
C 3.824 -4.126 -3.568 0.31
C 2.592 -4.742 -4.167 0.47
O 2.690 -5.224 -5.283 -0.57
O 4.906 -4.194 -4.341 -0.64
O 0.276 -4.116 -1.414 -0.62
H 0.491 -5.188 -3.829 0.24
H 4.699 -3.111 -1.920 0.24
H 4.618 -4.648 -5.154 0.50
H 0.522 -3.645 -0.592 0.52
```

Calculated values
**LUMO level**: 0.53 eV
**Net charge**: -1
**E_HOMO**: -4.935 eV
**Frontier orbital gap**: 5.46 eV